[1]
DFT (ωB97M-V with the def2-TZVPD basis set) results for an isolated molecule of C4H9NO at a distorted geometry.

Geometry as XYZ:
```
15
Properties=species:S:1:pos:R:3:forces:R:3:mulliken_charge:R:1
O 1.4497 0.8486 1.3645 -0.862 0.605 1.115 -0.58
N 0.2259 -0.2362 -0.3450 0.489 -0.600 0.270 0.09
C 0.3186 0.7113 0.6717 -0.805 0.170 -0.231 0.68
C -0.8950 -1.1155 -0.4214 -0.203 -0.299 -0.258 -0.97
C 0.9548 0.0357 -1.5526 0.131 -0.104 -0.193 -1.02
C -0.4348 0.5786 1.9241 0.394 0.523 0.428 -0.83
H 1.7205 0.8009 -1.3798 -0.197 -0.172 0.103 0.35
H -1.2842 1.2388 2.1009 0.552 0.678 -0.037 0.22
H -1.6865 -0.7269 -1.0717 -0.181 -0.024 -0.115 0.32
H -0.5441 -2.0583 -0.8366 -0.190 -0.249 -0.150 0.29
H -0.0415 1.7085 0.3351 0.037 0.235 -0.312 0.20
H -0.1358 0.1029 2.8395 0.403 -1.065 -0.348 0.28
H -1.3617 -1.3393 0.5508 0.429 0.270 -0.135 0.35
H 0.3141 0.3742 -2.3812 -0.031 -0.010 0.060 0.32
H 1.4729 -0.8738 -1.8660 0.036 0.043 -0.197 0.31
```
Forces are in eV/Å.

HOMO-LUMO gap (spin up / spin down)   0.28059 / 0.27921 Eh
Energy above the lowest of the compared OMol25 structures with the same formula, charge and spin   5.177 eV
Strongest force on any atom   1.534 eV Å⁻¹
Total charge   0

---

[2]
DFT (ωB97M-V with the def2-TZVPD basis set) results for an isolated molecule of C4H9NO at a distorted geometry.

Geometry as XYZ:
```
15
Properties=species:S:1:pos:R:3:forces:R:3:mulliken_charge:R:1
O 1.6207 -0.6377 1.1003 -0.336 -0.186 0.887 -0.61
N 2.1523 0.5808 -0.6238 -0.880 0.987 -1.353 -0.40
C -0.2943 -0.2517 -0.2490 0.982 -0.656 -0.347 0.58
C 1.1861 -0.0297 0.1402 2.169 -1.177 1.758 0.33
C -0.9091 -1.2367 0.7805 -0.024 -0.013 -0.155 -1.37
C -1.1794 1.0280 -0.3039 0.209 -0.216 -0.469 -1.22
H -2.2230 0.7783 -0.5396 0.307 -0.079 0.091 0.36
H -0.3585 -2.1823 0.8235 0.070 0.379 0.126 0.32
H -0.9574 -0.7940 1.7868 0.168 -0.160 -0.353 0.31
H -0.0197 -0.9022 -1.1693 -1.526 1.451 0.549 0.22
H -1.9306 -1.5092 0.4910 0.075 0.294 -0.138 0.42
H 1.7971 1.1302 -1.3572 -0.291 0.745 -1.130 0.18
H -0.8718 1.7718 -1.0446 0.158 -0.151 0.004 0.34
H -1.1789 1.5417 0.6779 0.132 -0.470 -0.396 0.32
H 3.1664 0.7126 -0.5130 -1.213 -0.748 0.925 0.23
```
Forces are in eV/Å.

HOMO-LUMO gap   0.37646 Eh
Energy above the lowest of the compared OMol25 structures with the same formula, charge and spin   0.955 eV
Strongest force on any atom   3.030 eV Å⁻¹
Total charge   0

---

[3]
DFT (ωB97M-V with the def2-TZVPD basis set) results for C4H9NO as an isolated structure at a distorted geometry.

Geometry as XYZ:
```
15
Properties=species:S:1:pos:R:3:forces:R:3:mulliken_charge:R:1
O 2.3507 0.2822 -0.1446 -0.304 0.697 0.034 -0.40
N -0.8597 -0.4850 -0.4081 -0.260 0.762 0.216 -0.47
C 1.1151 1.0718 -0.1229 0.241 0.116 -0.920 -0.56
C 1.6062 -0.9057 -0.0175 -0.743 -1.845 -0.395 -0.53
C -2.0615 0.2605 0.0074 0.237 -0.520 -0.603 -0.87
C 0.3095 -0.1762 0.3748 0.409 0.862 0.745 0.34
H 1.2351 2.0101 0.4586 -0.189 -0.727 -0.121 0.28
H -2.3247 0.0863 1.0546 0.045 0.232 0.150 0.33
H 1.4702 -1.4964 -0.9748 0.165 0.861 0.578 0.27
H 0.8267 1.3155 -1.1866 0.119 -0.126 1.029 0.27
H -1.8879 1.3224 -0.1930 -0.081 -0.094 0.255 0.27
H -2.9242 -0.0475 -0.6024 0.351 0.065 0.114 0.32
H 0.1417 -0.1340 1.5078 0.121 -0.152 -1.306 0.26
H 2.0223 -1.6335 0.6917 0.064 0.393 0.123 0.28
H -1.0195 -1.4704 -0.4451 -0.176 -0.524 0.103 0.22
```
Forces are in eV/Å.

HOMO-LUMO gap   0.37430 Eh
Energy above the lowest of the compared OMol25 structures with the same formula, charge and spin   2.544 eV
Strongest force on any atom   2.028 eV Å⁻¹
Total charge   0

---

[4]
DFT (ωB97M-V with the def2-TZVPD basis set) results for a 2-piece molecular cluster, C4H9NO overall.

Geometry as XYZ:
```
15
Properties=species:S:1:pos:R:3:forces:R:3:mulliken_charge:R:1
O -1.2801 1.7479 2.3901 0.153 -0.047 -0.197 -0.55
N 0.4426 -0.3565 0.0550 0.227 0.222 -0.124 0.18
C -0.5833 1.3954 1.4486 0.013 -0.032 0.002 -0.18
C 1.3523 0.3517 -0.5743 -0.152 -0.069 0.108 -0.38
C 0.2136 -1.7267 -0.4335 -0.013 -0.139 -0.020 -0.94
C -0.3922 0.0341 1.0556 -0.068 -0.005 0.098 -0.01
H -0.0821 2.1623 0.8141 -0.097 -0.092 0.103 0.21
H 0.0843 -2.3889 0.4236 0.008 0.108 -0.112 0.33
H -0.9604 -0.7479 1.5419 0.083 0.085 -0.096 0.28
H 1.8547 -0.0827 -1.4259 -0.088 0.019 0.130 0.20
H -1.5469 0.9672 -1.2187 0.023 0.018 -0.057 -0.05
H -0.6952 -1.7278 -1.0394 0.119 -0.011 0.083 0.34
H 1.5800 1.3537 -0.2420 -0.028 -0.139 -0.020 0.23
H -1.0559 1.0754 -1.7718 -0.056 0.006 0.020 0.04
H 1.0687 -2.0571 -1.0233 -0.125 0.077 0.081 0.32
```
Forces are in eV/Å.

HOMO-LUMO gap (spin up / spin down)   0.28711 / 0.28709 Eh
Energy above the lowest of the compared OMol25 structures with the same formula, charge and spin   3.903 eV
Strongest force on any atom   0.341 eV Å⁻¹
Total charge   0

---

[5]
DFT (ωB97M-V with the def2-TZVPD basis set) results for a 2-piece molecular cluster, C4H9NO overall.

Geometry as XYZ:
```
15
Properties=species:S:1:pos:R:3:forces:R:3:mulliken_charge:R:1
O 1.8409 -0.0210 2.0974 0.283 -0.405 -0.260 -0.49
N 0.7409 1.0685 -0.2122 -0.454 0.014 -0.331 -0.64
C -0.9108 -0.1337 -1.5503 -0.089 -0.002 -0.138 -1.37
C -1.0689 0.0567 1.0127 -0.062 0.072 -0.014 -0.94
C -0.3087 0.3400 -0.2600 -0.086 0.492 -0.069 0.78
C 1.8593 -0.4230 0.9606 0.315 -0.531 0.530 -0.05
H 2.6577 -0.2163 0.2246 0.125 0.144 0.251 0.23
H -1.7168 -0.8218 0.9224 0.129 0.188 -0.048 0.31
H 1.1906 1.1633 -1.1241 -0.259 0.141 -0.087 0.22
H -0.3994 -0.0601 1.8730 -0.090 0.121 -0.239 0.31
H -1.6979 0.9292 1.2093 -0.066 -0.078 0.065 0.32
H 1.1225 -1.1605 0.5670 0.360 -0.147 0.402 0.27
H -0.1489 -0.3434 -2.3079 -0.107 0.069 0.132 0.38
H -1.5658 -1.0001 -1.4340 0.108 0.100 0.011 0.33
H -1.5157 0.7097 -1.8970 -0.107 -0.178 -0.204 0.33
```
Forces are in eV/Å.

HOMO-LUMO gap   0.37498 Eh
Energy above the lowest of the compared OMol25 structures with the same formula, charge and spin   2.485 eV
Strongest force on any atom   0.814 eV Å⁻¹
Total charge   0

---

[6]
DFT (ωB97M-V with the def2-TZVPD basis set) results for a 2-piece molecular cluster, C4H9NO overall at a distorted geometry.

Geometry as XYZ:
```
15
Properties=species:S:1:pos:R:3:forces:R:3:mulliken_charge:R:1
O 2.6226 -0.6823 -0.6534 -0.875 0.330 -0.213 -1.00
N -0.0041 -0.3446 -1.0968 -2.327 1.835 1.413 -0.47
C -1.9543 -0.1658 0.7598 -2.210 2.187 -0.845 -0.44
C -1.7591 1.0021 -0.0974 0.575 -2.035 2.604 -0.52
C 0.6654 0.2230 1.1009 -1.693 1.226 -0.729 -1.14
C -0.4645 0.2281 0.0879 2.912 -0.933 -2.938 0.87
H 3.2975 -1.1803 -1.1132 -0.027 -0.061 -0.272 0.18
H -2.2244 -1.1735 0.4673 0.837 -0.035 -0.253 0.30
H -0.4031 0.2436 -1.8068 -0.028 -0.610 -0.838 0.32
H -1.8956 1.9850 0.3531 -0.094 -0.165 0.264 0.18
H -2.1565 0.0975 1.7955 -0.418 -0.342 0.061 0.26
H 1.0429 -0.4623 -1.1575 1.446 -1.217 0.128 0.34
H 0.4769 -0.4069 1.9632 -0.076 -0.035 0.159 0.35
H 1.4317 -0.1186 0.4238 1.592 -0.125 1.162 0.43
H 0.7801 1.2688 1.3973 0.387 -0.021 0.298 0.34
```
Forces are in eV/Å.

HOMO-LUMO gap   0.17420 Eh
Energy above the lowest of the compared OMol25 structures with the same formula, charge and spin   8.266 eV
Strongest force on any atom   4.241 eV Å⁻¹
Total charge   0

---

[7]
DFT (ωB97M-V with the def2-TZVPD basis set) results for an isolated molecule of C4H9NO.

Geometry as XYZ:
```
15
Properties=species:S:1:pos:R:3:forces:R:3:mulliken_charge:R:1
O 0.8049 1.1208 0.4384 -0.253 0.058 0.096 -0.55
N 0.8016 -0.8243 -0.7745 -0.021 -0.104 0.078 -0.31
C -0.9246 -0.4420 0.8727 0.056 -0.125 -0.331 -0.70
C -2.0136 0.5397 1.2195 -0.079 0.082 0.133 -0.96
C 1.9181 -0.3377 -1.5637 0.178 0.008 -0.082 -0.78
C 0.1869 -0.0716 0.1979 -0.229 -0.318 0.041 0.67
H -1.1897 -1.4948 0.8536 -0.071 0.093 -0.286 0.32
H -2.4145 0.4437 2.2330 0.083 0.024 -0.039 0.29
H 0.1491 -1.4109 -1.2726 0.164 0.086 0.101 0.27
H -2.8493 0.3718 0.5230 0.050 0.099 0.235 0.25
H 1.5974 0.3003 -2.4065 0.102 -0.141 0.286 0.28
H 2.5897 0.2455 -0.9267 -0.120 -0.180 -0.182 0.30
H 2.4636 -1.1988 -1.9717 -0.070 0.261 0.117 0.27
H 0.5364 1.3029 1.3516 0.213 0.352 -0.268 0.36
H -1.7028 1.5815 1.0688 -0.004 -0.195 0.101 0.30
```
Forces are in eV/Å.

HOMO-LUMO gap   0.30168 Eh
Energy above the lowest of the compared OMol25 structures with the same formula, charge and spin   1.840 eV
Strongest force on any atom   0.491 eV Å⁻¹
Total charge   0

---

[8]
DFT (ωB97M-V with the def2-TZVPD basis set) results for an isolated molecule of C4H9NO at a distorted geometry.

Geometry as XYZ:
```
15
Properties=species:S:1:pos:R:3:forces:R:3:mulliken_charge:R:1
O 0.8409 -1.3585 0.8490 -1.844 -1.901 -0.647 -0.61
N 0.1477 -0.0530 -0.8624 0.729 0.009 -0.218 -0.24
C 1.0905 -0.5092 0.0048 0.071 -0.301 3.690 0.71
C -1.9882 0.4836 0.2434 -0.063 0.022 0.189 -1.02
C 2.3532 0.1408 0.5117 0.351 1.298 -1.615 -1.03
C -1.2328 -0.4609 -0.6740 -0.137 -0.222 -0.329 -0.43
H -3.0245 0.1531 0.3493 0.053 0.053 0.003 0.33
H 3.2230 -0.4909 0.3661 0.047 0.055 -0.422 0.27
H 2.3181 0.3361 1.5935 -0.581 -0.134 -0.556 0.28
H -1.7059 -0.4989 -1.6559 -0.028 -0.045 -0.018 0.33
H -1.5278 0.4795 1.2332 -0.039 0.045 -0.026 0.30
H -1.9915 1.5114 -0.1366 0.019 -0.169 0.010 0.29
H -1.2180 -1.4732 -0.2652 -0.030 0.163 -0.042 0.29
H 2.3878 1.0626 -0.0275 1.177 1.083 -0.191 0.34
H 0.3275 0.6774 -1.5293 0.277 0.044 0.171 0.20
```
Forces are in eV/Å.

HOMO-LUMO gap   0.36885 Eh
Energy above the lowest of the compared OMol25 structures with the same formula, charge and spin   1.137 eV
Strongest force on any atom   3.703 eV Å⁻¹
Total charge   0

---

[9]
DFT (ωB97M-V with the def2-TZVPD basis set) results for a 2-piece molecular cluster, C4H9NO overall at a distorted geometry.

Geometry as XYZ:
```
15
Properties=species:S:1:pos:R:3:forces:R:3:mulliken_charge:R:1
O -1.6017 1.4504 -0.4686 0.310 0.791 -0.540 -0.69
N -1.5872 0.2499 -0.0762 -0.562 -0.645 0.913 0.38
C 1.3993 1.0584 0.5214 -1.714 -4.440 -4.936 -0.53
C -0.6230 -0.3791 0.4531 3.881 4.452 -0.599 -0.26
C 2.3615 0.1987 -0.3403 1.088 0.550 -1.586 -0.86
C -2.9309 -0.3317 -0.0170 -2.635 1.478 0.715 -0.76
H -2.9905 -1.4088 0.2529 0.346 0.701 -0.639 0.30
H 1.9586 -0.0949 -1.3269 -0.595 -0.256 0.769 0.29
H 3.2172 0.7625 -0.8101 -0.524 0.512 1.002 0.32
H 2.9441 -0.6658 0.0596 -1.160 0.560 0.400 0.30
H 1.6623 0.9946 1.4920 0.137 0.744 3.263 0.36
H -3.4392 -0.0006 -1.0148 0.722 -0.952 2.004 0.26
H -0.6095 -1.3332 0.7868 -0.409 -2.826 0.868 0.28
H 0.7712 1.7235 -0.0592 0.214 0.561 0.749 0.35
H -3.4352 0.2501 0.9109 0.901 -1.232 -2.385 0.25
```
Forces are in eV/Å.

HOMO-LUMO gap (spin up / spin down)   0.31100 / 0.31074 Eh
Energy above the lowest of the compared OMol25 structures with the same formula, charge and spin   7.746 eV
Strongest force on any atom   6.857 eV Å⁻¹
Total charge   0

---

[10]
DFT (ωB97M-V with the def2-TZVPD basis set) results for a 2-piece molecular cluster, C4H9NO overall at a distorted geometry.

Geometry as XYZ:
```
15
Properties=species:S:1:pos:R:3:forces:R:3:mulliken_charge:R:1
O 0.5945 1.5943 3.4428 -0.640 -0.057 -0.348 -0.63
N -1.2230 -0.3109 -0.7419 0.013 -1.060 0.725 -0.40
C 1.0643 0.6244 -0.6219 -0.846 0.526 -0.375 -0.93
C -1.5191 -1.1416 0.1669 0.466 0.382 0.906 -0.26
C 0.5192 -1.1239 -2.2360 -2.115 -0.019 -0.716 -0.97
C 0.0970 -0.3524 -1.2156 1.385 -0.175 -0.714 0.61
H -0.7457 -1.7513 0.6643 -0.258 -0.152 -0.441 0.25
H 0.4664 2.5344 3.5671 -0.104 0.253 -0.004 0.32
H 1.1499 0.5786 0.4688 0.084 -0.366 -0.175 0.23
H -2.4891 -1.1567 0.6630 -0.149 0.092 -0.481 0.27
H 1.4472 1.4201 3.8151 0.751 -0.217 0.327 0.31
H 1.1178 -0.7461 -3.0534 1.317 -0.132 0.767 0.30
H 2.0114 0.4990 -1.1451 0.029 0.230 0.342 0.31
H -0.1802 -1.8485 -2.6479 -0.229 0.021 0.178 0.30
H 0.6141 1.5888 -0.8242 0.296 0.673 0.010 0.30
```
Forces are in eV/Å.

HOMO-LUMO gap   0.34710 Eh
Energy above the lowest of the compared OMol25 structures with the same formula, charge and spin   2.870 eV
Strongest force on any atom   2.233 eV Å⁻¹
Total charge   0

---

[11]
DFT (ωB97M-V with the def2-TZVPD basis set) results for an isolated molecule of C4H9NO.

Geometry as XYZ:
```
15
Properties=species:S:1:pos:R:3:forces:R:3:mulliken_charge:R:1
O 0.3963 -0.5646 -0.8734 0.048 -0.104 0.044 -0.32
N -0.3548 -1.8529 1.0096 0.026 0.135 -0.235 -0.47
C -0.0486 -1.6401 -0.1922 -0.011 -0.460 0.306 0.17
C -0.2623 -0.9081 2.1065 0.030 0.121 0.107 -0.71
C 0.1331 0.7783 -0.4785 -0.014 0.246 0.108 -0.16
C 0.1533 1.5417 -1.7866 0.006 0.100 0.028 -1.29
H 0.9143 1.1221 0.2081 -0.054 0.018 -0.126 0.25
H 0.0423 -1.4668 2.9992 -0.104 0.133 -0.169 0.30
H -0.8290 0.8509 0.0446 0.122 -0.075 -0.170 0.34
H 0.4428 -0.0790 1.9804 -0.010 -0.143 -0.110 0.22
H 1.1032 1.3214 -2.2844 -0.206 0.111 -0.037 0.31
H -0.0842 -2.4726 -0.8954 -0.067 -0.005 0.122 0.36
H 0.0716 2.6210 -1.6477 -0.015 -0.059 0.079 0.38
H -0.6721 1.2008 -2.4197 0.186 0.081 0.040 0.31
H -1.2461 -0.4740 2.3128 0.063 -0.099 0.011 0.29
```
Forces are in eV/Å.

HOMO-LUMO gap   0.38476 Eh
Energy above the lowest of the compared OMol25 structures with the same formula, charge and spin   1.822 eV
Strongest force on any atom   0.553 eV Å⁻¹
Total charge   0

---

[12]
DFT (ωB97M-V with the def2-TZVPD basis set) results for a 2-piece molecular cluster, C4H9NO overall.

Geometry as XYZ:
```
15
Properties=species:S:1:pos:R:3:forces:R:3:mulliken_charge:R:1
O 2.9113 -0.8368 -1.0923 0.098 0.043 -0.024 -0.67
N -0.0476 1.1234 -0.6461 0.195 0.085 -0.036 -0.57
C -1.0787 0.0536 -0.4947 -0.189 -0.212 0.048 0.24
C -2.3405 0.4482 0.2291 -0.042 0.037 0.017 -1.19
C 0.1698 0.0666 0.2393 0.033 -0.097 0.239 0.49
C 0.9715 -0.3863 1.1882 -0.117 0.089 -0.017 -1.17
H 2.1477 -1.1595 -0.5962 0.051 0.009 -0.054 0.37
H -2.0766 1.0781 1.0837 -0.096 -0.054 -0.134 0.32
H 1.8874 0.1396 1.4420 -0.105 -0.089 -0.037 0.36
H 3.3112 -0.2113 -0.4768 0.037 -0.069 -0.160 0.33
H -2.8451 -0.4472 0.6077 0.025 0.136 -0.066 0.31
H -3.0313 1.0001 -0.4142 0.075 -0.092 0.021 0.31
H -1.1848 -0.6464 -1.3247 0.075 0.090 0.160 0.37
H 0.4958 1.0482 -1.5043 -0.042 0.009 0.120 0.28
H 0.7098 -1.2702 1.7595 0.001 0.117 -0.076 0.23
```
Forces are in eV/Å.

HOMO-LUMO gap   0.37737 Eh
Energy above the lowest of the compared OMol25 structures with the same formula, charge and spin   2.785 eV
Strongest force on any atom   0.288 eV Å⁻¹
Total charge   0